This record from the Open Molecules 2025 dataset describes a structure of composition C30H36IrN2O4Te in a non-equilibrium geometry. The level of theory is ωB97M-V/def2-TZVPD.

Last column: Mulliken spin population.
Atoms and positions in Å:
Ir 0.891 0.666 0.155  2.7665
O 0.151 2.315 -1.095  0.2063
C -0.964 2.926 -0.842  0.0706
C -1.770 3.361 -1.925  0.0507
C -2.950 4.028 -1.722  -0.0054
C -3.405 4.292 -0.422  0.0475
C -2.651 3.884 0.648  -0.0242
C -1.429 3.205 0.480  -0.0353
C -0.685 2.870 1.649  0.0229
N 0.423 2.204 1.662  0.1308
N 1.051 2.063 2.847  0.0544
C 2.061 1.222 2.802  0.0164
O 2.436 0.579 1.758  0.1191
C 2.794 1.001 4.077  0.0027
C 2.366 1.591 5.266  -0.0027
C 3.006 1.297 6.458  0.0023
C 4.078 0.414 6.475  -0.0028
C 4.517 -0.161 5.292  0.0022
C 3.878 0.129 4.097  0.0006
H -1.412 3.146 -2.925  0.0039
H -3.536 4.350 -2.574  -0.0007
H -4.342 4.812 -0.271  0.0028
H -2.993 4.079 1.658  -0.0012
H -1.060 3.233 2.605  0.0011
H 1.530 2.274 5.234  0.0000
H 2.664 1.748 7.380  0.0001
H 4.569 0.170 7.408  -0.0003
H 5.355 -0.847 5.302  0.0001
H 4.207 -0.321 3.169  -0.0024
C -2.174 -4.541 -6.018  -0.0016
C -1.911 -3.539 -4.927  0.0367
C -0.950 -3.767 -3.952  -0.0151
C -0.734 -2.861 -2.920  -0.1426
C 0.327 -3.134 -1.886  0.1027
C -1.510 -1.697 -2.858  0.0178
Te -1.410 -0.415 -1.150  1.1933
C -2.458 -1.429 -3.856  -0.0313
C -3.271 -0.160 -3.846  0.0612
C -2.640 -2.355 -4.873  -0.0051
H -1.463 -5.364 -5.977  0.0000
H -2.107 -4.069 -6.999  0.0019
H -3.181 -4.950 -5.917  0.0027
H -0.355 -4.673 -3.993  -0.0021
H 0.916 -4.013 -2.148  0.0038
H -0.124 -3.305 -0.905  -0.0220
H 0.996 -2.277 -1.793  -0.0250
H -2.637 0.702 -3.635  -0.0075
H -4.039 -0.196 -3.069  -0.0006
H -3.760 -0.006 -4.807  0.0053
H -3.373 -2.152 -5.648  0.0028
C -1.694 -0.312 3.501  0.0477
C -1.072 -1.107 2.342  -0.0395
C 0.272 -1.692 2.791  0.0077
C -2.008 -2.259 1.950  0.0093
O -0.941 -0.239 1.245  0.3050
H -1.789 -0.939 4.390  0.0016
H -2.680 0.054 3.209  -0.0038
H -1.055 0.541 3.735  0.0012
H 0.120 -2.519 3.486  -0.0026
H 0.871 -0.932 3.288  -0.0049
H 0.825 -2.057 1.921  0.0001
H -2.183 -2.923 2.798  0.0017
H -1.556 -2.831 1.135  0.0149
H -2.961 -1.856 1.602  -0.0064
C 2.667 1.650 -3.147  0.0061
C 2.898 0.823 -1.923  0.0466
C 4.128 1.115 -1.116  -0.0069
O 2.101 -0.054 -1.588  0.0039
H 3.569 1.693 -3.758  0.0008
H 2.428 2.668 -2.830  0.0055
H 1.831 1.260 -3.722  0.0007
H 5.015 0.871 -1.704  0.0014
H 4.121 0.539 -0.192  0.0038
H 4.170 2.179 -0.879  0.0046

Atomic forces in eV per Å
-1.463 0.515 1.297
0.724 -0.494 -0.026
-0.445 0.363 0.310
0.202 -0.027 -0.041
0.011 -0.022 0.073
-0.069 0.031 -0.025
-0.029 0.001 0.022
0.014 -0.214 -0.489
0.264 0.150 0.238
-0.153 -0.513 -0.871
0.290 -0.103 0.837
-0.384 0.621 0.032
-0.188 -0.194 -0.735
0.054 -0.196 0.031
0.021 0.020 -0.081
0.000 0.004 0.025
0.034 -0.024 -0.011
0.053 -0.024 0.023
-0.042 0.040 -0.034
0.011 0.010 0.009
-0.009 -0.019 0.002
0.010 -0.005 0.032
0.017 0.016 0.000
0.093 0.017 0.026
-0.040 -0.011 0.026
-0.003 0.013 -0.013
-0.002 0.025 0.003
-0.001 0.009 -0.002
-0.042 -0.024 0.012
0.004 0.096 0.060
0.017 0.001 0.006
-0.041 -0.003 -0.065
0.063 0.139 0.125
-0.085 -0.005 -0.024
0.255 -0.148 0.060
-0.198 -0.026 0.042
0.008 0.097 0.082
0.028 -0.101 0.045
0.029 -0.042 -0.040
-0.006 -0.012 -0.024
0.000 -0.044 -0.019
0.012 -0.040 -0.039
0.003 0.003 0.005
-0.010 -0.006 0.004
0.038 -0.022 0.019
0.022 -0.045 0.017
-0.058 0.069 -0.033
-0.002 0.041 -0.015
-0.019 0.002 0.010
-0.006 0.022 0.018
0.107 -0.005 -0.210
-0.030 -0.412 0.456
-0.114 0.156 -0.182
0.095 0.238 -0.091
0.569 0.272 -0.509
-0.029 0.023 0.009
-0.006 -0.002 0.035
-0.004 -0.008 0.045
0.012 0.010 0.006
0.080 -0.012 0.020
0.012 -0.053 0.023
-0.030 -0.015 -0.015
-0.030 -0.059 0.019
-0.015 -0.045 0.007
-0.111 -0.143 -0.112
0.261 0.133 -0.138
-0.140 -0.090 0.229
0.322 0.015 -0.469
0.024 0.020 0.016
0.002 -0.005 0.045
0.012 -0.013 0.026
-0.013 0.017 -0.059
0.008 0.021 -0.015
0.035 0.016 -0.037

For the energy above the lowest of the compared OMol25 structures with the same formula, charge and spin, the calculation gives 28.72 kcal per mole. The electronic energy is -1947.424128 Ha. The calculation puts the LUMO energy (spin up / spin down) at 0.15 / -1.78 eV. Its multiplicity is 6.

***

This record from the Open Molecules 2025 dataset describes the ion C30H36N5 with charge +1 in a non-equilibrium geometry. The level of theory is ωB97M-V/def2-TZVPD.

Last column: Mulliken charge in e.
Atoms and positions in Å:
C -5.119 -2.478 2.498  -0.9930
N -4.031 -1.562 2.777  0.2243
C -2.952 -1.876 3.554  -0.8736
C -2.067 -0.814 3.578  0.0118
C -0.773 -0.891 4.350  1.5212
C 0.423 -0.388 3.536  -0.8809
C 0.336 0.215 2.291  -0.7484
C 1.398 0.931 1.762  0.5799
C 2.683 0.745 2.318  0.3603
N 3.776 1.395 1.814  -0.0210
C 3.687 2.266 0.665  -0.7141
C 2.303 2.881 0.498  -0.7775
C 1.234 1.786 0.563  -0.8640
C 5.123 0.932 2.086  -0.6661
C 5.275 0.323 3.460  -0.8518
C 4.176 -0.706 3.747  -0.6636
C 2.830 -0.171 3.401  -0.1397
C 1.701 -0.607 4.071  -1.3070
C -2.667 0.265 2.753  0.3829
C -2.402 1.622 2.485  1.0984
C -3.426 2.448 1.989  -1.3275
C -4.666 1.918 1.590  -0.7458
C -4.919 0.541 1.748  -0.7157
C -3.924 -0.253 2.313  -1.2503
H -6.088 -1.992 2.623  0.3354
H -5.069 -2.907 1.489  0.3050
H -5.011 -3.288 3.219  0.3397
H -2.833 -2.875 3.971  0.4772
H -0.592 -1.936 4.608  0.3538
H -0.581 0.142 1.712  1.3749
H 4.450 3.054 0.774  0.3808
H 3.934 1.685 -0.249  0.3309
H 2.121 3.616 1.297  0.3332
H 2.260 3.402 -0.469  0.3646
H 1.323 1.168 -0.351  0.3281
H 0.234 2.232 0.550  0.2756
H 5.403 0.188 1.315  0.3013
H 5.793 1.797 1.983  0.3776
H 6.251 -0.162 3.537  0.3819
H 5.207 1.108 4.224  0.3185
H 4.375 -1.620 3.144  0.3089
H 4.188 -1.017 4.801  0.3654
H 1.810 -1.197 4.994  -0.1117
H -1.396 2.029 2.621  0.5939
H -3.257 3.522 1.899  0.4221
H -5.431 2.573 1.195  0.4184
H -5.895 0.118 1.519  0.3446
C 1.617 -4.160 6.130  -0.7245
C 0.260 -3.873 6.041  -0.0047
N 0.028 -2.827 6.917  0.3749
C -1.266 -2.183 7.215  -1.1653
C -1.229 -0.683 7.008  0.5242
C -2.492 0.066 7.332  -1.0051
C -2.328 1.450 6.695  -0.8151
C -1.610 1.188 5.404  -0.2811
N -0.820 -0.101 5.592  0.3467
C 1.220 -2.555 7.561  -0.1269
N 2.182 -3.318 7.064  -0.6173
H 2.164 -4.914 5.583  0.4024
H -0.527 -4.334 5.457  0.4693
H -2.065 -2.674 6.632  0.2565
H -1.481 -2.359 8.294  0.3518
H -0.426 -0.290 7.648  0.2727
H -3.361 -0.486 6.929  0.3577
H -2.645 0.117 8.420  0.4264
H -3.310 1.883 6.495  0.3994
H -1.775 2.141 7.344  0.3544
H -2.451 0.923 4.761  0.1900
H -1.036 1.991 4.916  0.3945
H 0.145 0.221 5.779  0.7238
H 1.264 -1.826 8.370  0.3363

Atomic forces in eV per Å
0.095 -0.203 -0.020
-0.273 0.086 -0.177
0.389 0.961 -0.769
-0.325 -0.366 -0.329
-0.092 -0.665 -2.443
0.194 -0.559 0.510
-0.394 0.313 0.106
0.597 -0.757 0.484
-0.241 -0.348 0.403
0.127 0.269 0.293
-0.079 0.006 -0.606
-0.055 0.002 0.187
0.003 0.233 -1.112
0.152 -0.201 -0.290
-0.232 -0.164 0.566
0.596 -0.211 0.038
-0.314 0.217 -0.262
-0.159 0.086 -0.094
-0.789 -0.949 0.055
-0.450 0.603 -0.298
0.645 -0.562 -0.066
0.130 -1.211 0.530
-0.069 0.928 -0.242
0.633 -0.155 0.999
0.090 -0.047 0.097
0.091 0.226 0.184
-0.325 -0.057 -0.083
-0.114 0.330 -0.065
-0.047 0.135 0.196
0.190 0.321 0.242
-0.232 -0.251 -0.075
0.000 0.262 0.198
0.089 -0.133 -0.207
-0.012 -0.074 0.331
-0.120 0.188 0.250
0.103 -0.079 -0.057
0.078 0.204 0.152
-0.086 -0.267 -0.031
-0.003 0.203 0.041
0.149 -0.046 -0.140
-0.188 0.419 0.281
0.118 0.032 -0.258
0.085 0.094 -0.373
-0.512 0.015 0.295
0.093 -0.345 -0.150
-0.006 -0.077 0.021
0.236 0.134 -0.136
-1.447 1.082 0.536
0.848 0.009 0.039
-0.247 -0.052 0.350
0.316 -0.761 -0.056
0.498 0.720 -0.320
-0.768 -0.224 0.413
0.186 0.480 1.059
-1.233 -0.460 -0.264
0.878 1.474 1.969
-0.193 -0.912 -1.359
-0.077 0.211 0.518
0.082 0.159 0.153
0.109 0.196 0.132
0.415 0.220 0.185
-0.082 0.240 -0.699
-0.160 -0.089 -0.196
0.266 0.349 -0.039
0.079 0.032 -0.332
0.179 0.155 0.044
-0.158 -0.236 0.093
0.740 0.084 -0.104
0.035 -0.522 0.517
-0.323 -0.430 -0.484
0.290 -0.261 -0.332

For the energy above the lowest of the compared OMol25 structures with the same formula, charge and spin, the calculation gives 0.00 kcal per mole. The total charge is +1. The electronic energy is -1438.330842 Ha. The calculation puts the LUMO energy at -2.15 eV.

***

This record from the Open Molecules 2025 dataset describes a structure of composition C30H37F4N7O8S2 in a non-equilibrium geometry. The level of theory is ωB97M-V/def2-TZVPD.

Last column: Mulliken charge in e.
Atoms and positions in Å:
C 3.689 1.676 0.342  -1.3633
C 2.561 1.153 -0.549  -0.3887
C 1.224 1.872 -0.368  0.2374
F 0.777 2.352 -1.584  -0.4096
C 0.144 1.016 0.286  -0.3572
O 0.309 -0.417 0.237  -0.4418
S -0.877 -0.989 1.128  1.0563
O -0.605 -0.728 2.492  -0.5778
O -1.234 -2.266 0.656  -0.5807
O -1.965 0.083 0.616  -0.4117
C -1.334 1.156 -0.118  0.7323
O -1.543 1.005 -1.440  -0.4111
N -2.922 0.324 -1.858  0.4070
O -3.279 0.801 -2.807  -0.2006
S -2.184 2.701 0.427  1.4306
O -1.398 3.821 0.033  -0.6469
O -3.548 2.572 0.033  -0.6913
C -2.172 2.703 2.299  0.7634
F -2.754 1.631 2.812  -0.1820
F -2.859 3.792 2.646  -0.2188
F -0.925 2.804 2.756  -0.2176
H 3.618 1.283 1.358  0.3712
H 3.698 2.767 0.392  0.3905
H 4.635 1.338 -0.081  0.2355
H 2.833 1.333 -1.591  0.3338
H 2.457 0.078 -0.417  0.2655
H 1.352 2.741 0.281  0.4090
H 0.170 1.277 1.350  0.4767
N -5.322 3.205 6.372  0.0578
C -5.495 3.939 7.515  -1.0143
C -4.729 5.070 7.405  -0.2732
C -4.070 5.014 6.146  -0.3718
C -4.457 3.852 5.534  -0.4346
H -5.763 2.324 6.179  0.2150
H -6.143 3.596 8.304  0.4883
H -4.650 5.850 8.143  0.4373
H -3.392 5.745 5.738  0.4113
H -4.195 3.434 4.580  0.4376
N 6.373 1.136 -2.374  0.0499
C 5.724 1.310 -3.567  -0.6232
C 5.681 0.100 -4.202  -0.4699
C 6.325 -0.844 -3.356  -0.3752
C 6.742 -0.174 -2.234  -0.7212
H 6.553 1.864 -1.707  0.2302
H 5.351 2.276 -3.860  0.4217
H 5.237 -0.092 -5.164  0.4309
H 6.467 -1.894 -3.556  0.6694
H 7.264 -0.517 -1.357  0.3923
N -8.544 5.193 7.045  0.0784
C -9.592 4.463 6.559  -0.3711
C -10.752 5.039 7.008  -0.5072
C -10.386 6.164 7.795  -0.5513
C -9.017 6.231 7.796  -0.3522
H -7.571 4.996 6.879  0.2537
H -9.428 3.600 5.937  0.3446
H -11.750 4.694 6.795  0.3805
H -11.050 6.845 8.300  0.3821
H -8.343 6.928 8.266  0.3617
N -0.591 -1.912 -3.189  0.0990
C -0.484 -1.737 -4.542  -0.3245
C 0.125 -2.850 -5.057  -0.8146
C 0.392 -3.730 -3.970  -0.1720
C -0.065 -3.122 -2.833  -0.8810
H -0.984 -1.251 -2.545  0.2919
H -0.842 -0.841 -5.020  0.4377
H 0.353 -3.011 -6.098  0.4548
H 0.867 -4.696 -4.014  0.4772
H -0.059 -3.444 -1.805  0.4601
N 2.516 -6.309 -5.992  0.0536
C 3.081 -5.063 -6.002  -0.4856
C 4.440 -5.219 -6.063  -0.4461
C 4.704 -6.617 -6.092  -0.4188
C 3.498 -7.261 -6.047  -0.6162
H 1.532 -6.496 -5.949  0.2348
H 2.473 -4.176 -5.964  0.3847
H 5.164 -4.423 -6.084  0.4522
H 5.670 -7.092 -6.139  0.4000
H 3.256 -8.310 -6.050  0.4084
N 5.035 -3.833 -1.765  0.1310
C 4.220 -4.655 -2.496  -0.7151
C 4.471 -5.944 -2.108  -0.2771
C 5.476 -5.897 -1.103  -0.7285
C 5.802 -4.580 -0.914  -0.4051
H 5.067 -2.832 -1.848  0.1638
H 3.536 -4.257 -3.226  0.6203
H 3.990 -6.824 -2.502  0.4494
H 5.909 -6.733 -0.580  0.3819
H 6.511 -4.115 -0.251  0.3965

Atomic forces in eV per Å
-0.086 -0.197 0.001
0.201 0.215 -0.130
0.066 -0.355 -0.100
-0.014 -0.048 -0.207
-0.113 0.582 0.911
0.098 0.122 -0.278
0.063 0.066 -0.216
-0.064 -0.044 0.251
-0.038 -0.292 -0.101
-0.010 0.274 0.080
0.002 -0.987 0.196
0.363 0.589 -0.427
-0.595 -0.082 0.392
0.087 0.018 -0.290
-0.157 0.195 -0.121
0.329 0.067 0.073
-0.175 -0.236 0.009
-0.158 0.077 0.008
0.071 0.164 -0.034
0.199 -0.190 -0.050
-0.112 -0.047 -0.032
-0.010 0.086 0.001
0.010 -0.028 -0.049
0.042 0.034 0.138
-0.053 -0.111 0.006
-0.012 0.010 -0.115
-0.095 0.081 -0.077
0.137 -0.008 -0.008
-0.024 0.023 -0.002
-0.016 -0.068 0.026
-0.029 0.030 -0.036
0.005 0.014 -0.001
-0.049 -0.034 0.069
0.020 -0.007 0.011
0.039 -0.014 0.028
0.009 -0.005 0.007
-0.003 0.004 -0.002
-0.019 0.000 -0.015
-0.051 0.014 0.054
0.009 0.050 0.021
-0.047 -0.029 0.031
-0.014 -0.077 0.027
-0.069 0.003 -0.039
0.041 -0.005 -0.013
0.017 0.005 -0.015
-0.003 -0.006 -0.002
0.052 0.005 -0.011
0.037 0.002 -0.021
-0.004 -0.002 -0.054
0.014 -0.006 0.014
-0.001 0.014 0.009
-0.010 -0.011 -0.008
0.009 -0.011 0.010
0.025 0.054 0.005
-0.008 0.001 -0.007
-0.002 0.000 -0.001
-0.002 0.002 0.000
-0.003 0.004 0.002
-0.053 -0.031 0.039
0.022 0.008 0.021
0.014 -0.029 0.009
-0.019 0.027 -0.082
0.025 0.007 0.071
0.111 0.030 0.038
0.017 0.005 -0.008
-0.021 -0.002 -0.009
0.015 -0.008 0.020
-0.004 0.004 0.004
-0.037 -0.019 0.037
0.034 0.007 -0.062
-0.008 -0.069 -0.048
0.007 0.053 -0.013
-0.008 0.013 0.015
0.002 0.002 -0.016
0.010 0.027 0.016
0.008 0.000 0.014
0.002 0.003 0.015
0.004 -0.006 0.003
-0.047 0.058 0.006
-0.027 0.045 0.030
-0.010 -0.001 0.038
-0.016 -0.010 -0.012
0.026 0.016 0.009
-0.004 -0.008 -0.024
0.031 -0.018 -0.002
0.012 -0.002 -0.034
0.004 -0.003 0.004
0.010 -0.006 0.001

The electronic energy is -3346.200822 Ha. The calculation puts the LUMO energy at -1.69 eV.

***

Q: What is the formula in the first record?
A: C30H36IrN2O4Te

***

Q: Number 2 is which compound?
A: C30H36N5

***

Q: Number 3 is which compound?
A: C30H37F4N7O8S2

***

Q: What is the electronic energy in the second record?
A: -1438.330842 Ha